No. 1
This record from the Open Molecules 2025 dataset describes an isolated ion of composition C18H24N5O4 and charge +1. The level of theory is ωB97M-V with the def2-TZVPD basis set.

Computed properties:
* calculated total energy: -1274.81075 a.u.
* structure (SMILES): CNC(=O)[C@@H](Cc1ccc(O)cc1)NC(=O)[C@@H](Cc1c[nH]c[nH+]1)NC(C)=O
* frontier orbital gap: 8.459 eV
* total charge: +1
* energy relative to the best compared isomer or geometry (same formula, charge and spin): 281.7 kJ/mol

```
51
Properties=species:S:1:pos:R:3:lowdin_charge:R:1
C -3.077 3.365 -3.464 -0.0355
N -2.834 2.069 -2.752 0.0302
C -1.767 1.886 -1.968 -0.4670
O -0.925 2.781 -1.900 0.0341
C -1.454 0.479 -1.438 -0.1220
C -1.220 -0.538 -2.616 -0.0766
C -0.424 -1.734 -2.283 -0.2066
C -1.074 -2.961 -2.067 -0.0284
C -0.408 -4.062 -1.548 0.0062
C 1.023 -4.015 -1.368 -0.2272
O 1.717 -4.959 -0.541 0.0111
C 1.659 -2.786 -1.644 -0.0454
C 1.004 -1.693 -2.196 -0.0377
N -0.242 0.454 -0.561 0.1326
C -0.219 -0.168 0.597 -0.4557
O -1.199 -0.796 1.025 0.0864
C 1.203 -0.290 1.050 -0.1981
C 1.866 1.075 1.102 -0.0814
C 1.194 2.150 1.780 -0.1936
C 0.861 3.342 1.194 0.0038
N 0.250 4.191 2.110 0.1151
C 0.129 3.455 3.241 -0.0268
N 0.770 2.278 3.092 0.1864
N 1.533 -1.209 2.146 0.1347
C 0.993 -1.156 3.376 -0.5199
C 1.365 -2.164 4.395 0.0190
O 0.290 -0.237 3.757 0.0370
H -3.217 4.217 -2.825 0.0755
H -2.260 3.626 -4.226 0.1163
H -3.895 3.093 -4.089 0.0686
H -3.620 1.442 -2.625 0.1438
H -2.393 0.289 -0.953 0.1445
H -2.006 -0.735 -3.240 0.1010
H -0.623 0.022 -3.222 0.0924
H -2.137 -3.041 -2.116 0.1126
H -1.122 -4.853 -1.295 0.1204
H 1.523 -5.843 -0.826 0.0863
H 2.647 -2.634 -1.266 0.1071
H 1.583 -0.782 -2.419 0.1259
H 0.577 0.770 -0.918 0.0895
H 1.604 -0.892 0.136 0.1641
H 2.871 0.810 1.556 0.1687
H 2.318 1.341 0.212 0.1084
H 1.011 3.710 0.189 0.1400
H -0.274 5.063 1.763 0.2234
H -0.563 3.710 4.062 0.1699
H 0.754 1.497 3.711 0.1158
H 2.062 -2.079 1.892 0.1795
H 0.435 -2.767 4.477 0.1194
H 2.149 -2.885 4.152 0.0892
H 1.563 -1.836 5.352 0.0629
```

---

No. 2
This record from the Open Molecules 2025 dataset describes one molecule with the formula C4H6O2. The level of theory is ωB97M-V with the def2-TZVPD basis set.

Computed properties:
* calculated total energy: -306.45858 a.u.
* structure (SMILES): O=C1CCCO1
* frontier orbital gap: 11.330 eV
* total charge: 0
* energy relative to the best compared isomer or geometry (same formula, charge and spin): 125.3 kJ/mol

```
12
Properties=species:S:1:pos:R:3:lowdin_charge:R:1
O -0.486 0.074 2.544 0.1358
C -0.500 0.149 1.350 -0.4536
C 0.057 1.178 0.391 -0.0114
C 0.749 -0.018 -0.641 -0.1150
C -0.403 -0.970 -0.722 -0.2442
O -0.981 -0.958 0.578 -0.0243
H -0.743 1.625 -0.208 0.1070
H 0.570 2.005 0.942 0.1219
H 1.146 0.115 -1.671 0.1180
H 1.518 -0.518 -0.037 0.1094
H 0.220 -1.849 -0.999 0.1268
H -1.149 -0.834 -1.526 0.1296
```

---

No. 3
This record from the Open Molecules 2025 dataset describes a 2-piece molecular cluster, C4H14N overall. The level of theory is ωB97M-V with the def2-TZVPD basis set.

Computed properties:
* calculated total energy: -215.23916 a.u.
* frontier orbital gap: 9.921 eV
* total charge: +1
* energy relative to the best compared isomer or geometry (same formula, charge and spin): 183.1 kJ/mol

```
19
Properties=species:S:1:pos:R:3:lowdin_charge:R:1
C -4.307 -0.140 -2.461 -0.1554
C -3.980 -1.140 -1.362 -0.1631
H -3.754 -0.088 -3.320 0.0324
H -4.374 0.840 -1.966 0.0745
H -5.278 -0.248 -2.836 0.0436
H -3.118 -0.811 -0.867 0.0239
H -4.815 -1.308 -0.601 0.0983
H -3.694 -2.112 -1.696 0.0458
C 3.393 -0.729 1.451 0.0000
N 2.560 0.354 0.767 -0.0324
C 2.327 1.624 1.620 0.0331
H 3.758 -1.436 0.582 0.1441
H 4.330 -0.213 1.974 0.1473
H 2.790 -1.202 2.207 0.0855
H 1.864 -0.099 0.168 0.1886
H 3.166 0.750 0.142 0.1080
H 1.894 2.299 0.898 0.0945
H 3.231 1.976 2.068 0.0947
H 1.484 1.486 2.388 0.1365
```

---

No. 4
This record from the Open Molecules 2025 dataset describes a 6-piece molecular cluster, C26H40F3N4O14S overall. The level of theory is ωB97M-V with the def2-TZVPD basis set.

Computed properties:
* calculated total energy: -2984.58797 a.u.
* frontier orbital gap: 8.273 eV
* total charge: +1

```
88
Properties=species:S:1:pos:R:3:lowdin_charge:R:1
O 3.065 2.177 0.904 0.1435
N 3.002 1.325 0.138 0.0297
O 3.188 1.831 -1.230 -0.0912
C 1.960 2.063 -1.835 -0.1550
N 1.206 0.790 -1.963 0.2119
C -0.081 0.687 -1.913 -0.3400
N -0.721 -0.506 -2.035 0.1324
C -1.182 -0.880 -0.658 -0.1109
C -1.848 0.261 0.119 -0.1107
C -1.401 1.677 -0.295 -0.2988
S -2.847 2.756 -0.052 0.7678
O -2.685 4.092 -0.536 -0.2627
O -3.148 2.669 1.339 -0.2466
C -4.309 2.036 -0.972 -0.6408
F -5.078 1.384 -0.092 0.1481
F -3.914 1.161 -1.913 0.1355
F -5.017 3.022 -1.503 0.1732
N -0.900 1.790 -1.690 0.1046
H 2.120 2.465 -2.826 0.1417
H 1.388 2.731 -1.201 0.1261
H 1.758 -0.052 -2.073 0.1822
H -0.036 -1.188 -2.347 0.1464
H -0.389 -1.339 -0.080 0.1081
H -1.915 -1.660 -0.776 0.1080
H -2.921 0.125 0.114 0.1022
H -1.563 0.137 1.157 0.1223
H -0.670 2.057 0.436 0.0969
H -1.654 1.713 -2.366 0.1376
O 1.662 4.917 -4.078 0.1114
C 0.648 5.464 -3.758 -0.4922
O -0.572 4.964 -4.061 0.0203
C -1.597 5.882 -3.635 -0.1509
C -0.951 6.727 -2.557 -0.1527
C 0.505 6.777 -3.014 -0.0673
H -1.910 6.477 -4.495 0.1306
H -2.452 5.324 -3.262 0.1159
H -1.416 7.704 -2.445 0.1207
H -1.016 6.211 -1.597 0.1054
H 0.694 7.597 -3.708 0.1352
H 1.202 6.827 -2.183 0.1243
O 2.213 -2.661 0.892 0.1059
C 1.675 -2.611 1.961 -0.4846
O 0.478 -3.189 2.194 0.0049
C 0.023 -2.855 3.521 -0.1402
C 1.283 -2.490 4.295 -0.1433
C 2.157 -1.882 3.200 -0.0642
H -0.678 -2.020 3.447 0.1261
H -0.495 -3.712 3.945 0.1264
H 1.093 -1.824 5.134 0.1189
H 1.754 -3.393 4.685 0.1215
H 1.968 -0.814 3.073 0.1281
H 3.216 -2.058 3.362 0.1291
O 4.306 -5.307 -4.717 0.1309
C 4.019 -5.161 -3.569 -0.4913
O 4.212 -3.993 -2.904 0.0190
C 3.870 -4.151 -1.514 -0.1612
C 2.924 -5.342 -1.469 -0.1585
C 3.439 -6.199 -2.625 -0.0725
H 4.787 -4.328 -0.948 0.1305
H 3.405 -3.240 -1.152 0.0922
H 2.918 -5.847 -0.505 0.1155
H 1.904 -5.013 -1.680 0.1114
H 4.239 -6.872 -2.314 0.1320
H 2.648 -6.760 -3.113 0.1231
O -0.297 2.283 2.180 0.0650
C 0.046 3.175 2.918 -0.4594
O 1.234 3.182 3.525 0.0387
C 1.323 4.311 4.428 -0.1285
C 0.297 5.307 3.909 -0.1398
C -0.770 4.382 3.322 -0.0571
H 1.096 3.962 5.435 0.1313
H 2.337 4.700 4.412 0.1293
H -0.072 5.982 4.677 0.1221
H 0.736 5.911 3.114 0.1213
H -1.504 4.072 4.067 0.1428
H -1.274 4.814 2.462 0.1246
O -0.969 -3.694 -0.067 0.0937
C -1.765 -4.548 0.197 -0.4751
O -3.057 -4.271 0.482 0.0264
C -3.748 -5.478 0.868 -0.1427
C -2.928 -6.612 0.268 -0.1449
C -1.513 -6.036 0.312 -0.0636
H -3.784 -5.521 1.958 0.1277
H -4.765 -5.444 0.485 0.1268
H -3.044 -7.552 0.802 0.1198
H -3.225 -6.776 -0.768 0.1211
H -1.017 -6.233 1.264 0.1338
H -0.895 -6.385 -0.510 0.1253
```

---

No. 5
This record from the Open Molecules 2025 dataset describes C4H11AgBrMnNO as an isolated structure. The level of theory is ωB97M-V with the def2-TZVPD basis set.

Computed properties:
* calculated total energy: -4159.00336 a.u.
* spin multiplicity: 8
* frontier orbital gap (alpha / beta): 8.610 / 5.194 eV
* total charge: +4

```
20
Properties=species:S:1:pos:R:3:lowdin_charge:R:1
Ag 2.746 2.278 -0.790 0.9391
Mn 2.379 6.323 2.293 1.3993
Br 1.769 3.855 1.416 0.0827
C -0.313 0.438 1.307 -0.0046
C 0.359 0.024 0.047 -0.3396
C -0.440 -0.915 -0.789 -0.1094
O -0.734 -2.036 0.002 0.1323
C -1.095 -3.188 -0.811 0.1232
N 0.574 1.308 -0.684 0.1688
H -0.498 -0.459 1.898 0.1356
H -1.259 0.956 1.148 0.1313
H 0.335 1.049 1.935 0.0931
H 1.247 -0.510 0.387 0.1875
H 0.121 -1.183 -1.685 0.1783
H -1.441 -0.599 -1.081 0.1976
H -0.487 -3.520 -1.653 0.1642
H -2.047 -2.983 -1.301 0.1773
H -1.252 -4.032 -0.140 0.1497
H 0.135 1.980 -0.070 0.0528
H -0.099 1.214 -1.431 0.1410
```

---

No. 6
This record from the Open Molecules 2025 dataset describes a 5-piece molecular cluster, C5H20N10O5 overall. The level of theory is ωB97M-V with the def2-TZVPD basis set.

Computed properties:
* calculated total energy: -1126.47435 a.u.
* structure (SMILES): NC(N)=O.NC(N)=O.NC(N)=O.NC(N)=O.NC(N)=O
* frontier orbital gap: 9.594 eV
* total charge: 0
* energy relative to the best compared isomer or geometry (same formula, charge and spin): 70.6 kJ/mol

```
40
Properties=species:S:1:pos:R:3:lowdin_charge:R:1
N 22.414 28.946 6.521 0.1445
C 22.361 28.048 7.558 -0.6911
N 22.829 26.816 7.227 0.1495
O 21.960 28.369 8.671 0.0211
H 22.744 28.601 5.630 0.0702
H 22.170 29.907 6.651 0.1065
H 22.942 26.124 7.943 0.1096
H 22.597 26.558 6.281 0.0991
N 29.948 30.929 1.595 0.1490
C 28.765 30.650 2.188 -0.6954
N 28.820 30.083 3.432 0.1425
O 27.675 30.909 1.687 0.0177
H 30.805 31.003 2.107 0.0929
H 29.867 31.294 0.663 0.1056
H 27.865 29.907 3.704 0.0934
H 29.652 29.860 3.938 0.0880
N 27.748 24.447 9.062 0.1412
C 27.489 25.652 9.672 -0.6811
N 27.950 26.746 8.967 0.1332
O 26.946 25.758 10.750 0.0476
H 27.741 23.668 9.699 0.1022
H 28.273 24.342 8.216 0.0868
H 27.994 27.531 9.598 0.1037
H 28.456 26.748 8.106 0.0807
N 24.486 26.777 1.416 0.1713
C 25.535 25.953 1.118 -0.6465
N 25.467 25.337 -0.086 0.1510
O 26.482 25.784 1.890 -0.0046
H 23.740 26.828 0.751 0.0946
H 24.411 27.077 2.385 0.0585
H 26.109 24.574 -0.201 0.1053
H 24.951 25.728 -0.848 0.0974
N 26.605 27.220 4.280 0.1670
C 25.416 27.573 4.854 -0.6388
N 25.496 27.985 6.148 0.1688
O 24.341 27.470 4.253 -0.0158
H 26.530 26.670 3.418 0.0516
H 27.458 27.425 4.759 0.0827
H 26.297 27.790 6.715 0.0786
H 24.642 28.357 6.530 0.0618
```

---

No. 7
This record from the Open Molecules 2025 dataset describes a 2-piece molecular cluster, C4H9INO overall. The level of theory is ωB97M-V with the def2-TZVPD basis set.

Computed properties:
* calculated total energy: -585.13621 a.u.
* frontier orbital gap: 9.666 eV
* total charge: +1
* energy relative to the best compared isomer or geometry (same formula, charge and spin): 248.6 kJ/mol

```
16
Properties=species:S:1:pos:R:3:lowdin_charge:R:1
C -1.108 -0.764 0.352 -0.1131
C -0.728 0.379 -0.510 -0.1472
C 0.432 -1.039 0.539 -0.1773
C 2.305 1.218 0.093 -0.6528
N 0.703 -0.042 -0.497 -0.0742
O 2.215 2.097 -0.865 0.0028
I 3.737 -0.260 0.120 1.0950
H -1.608 -0.405 1.145 0.0716
H -1.638 -1.593 -0.212 0.1484
H -1.319 0.383 -1.510 0.1674
H -0.872 1.299 -0.127 0.0828
H 0.817 -0.611 1.541 0.1310
H 0.829 -2.098 0.465 0.1323
H 1.889 1.544 1.017 0.0866
H 0.981 -0.270 -1.393 0.0947
H 2.560 1.768 -1.736 0.1519
```

---

No. 8
This record from the Open Molecules 2025 dataset describes a 2-piece molecular cluster, C5H17N2O overall. The level of theory is ωB97M-V with the def2-TZVPD basis set.

Computed properties:
* calculated total energy: -385.18966 a.u.
* frontier orbital gap: 10.418 eV
* total charge: +1
* energy relative to the best compared isomer or geometry (same formula, charge and spin): 134.1 kJ/mol

```
25
Properties=species:S:1:pos:R:3:lowdin_charge:R:1
N -1.975 1.297 0.251 0.2402
C -0.760 0.555 -0.175 -0.2950
C 0.348 1.566 -0.686 -0.3390
C 1.036 2.117 0.563 -0.0650
C 1.275 0.813 -1.648 -0.0346
C -0.350 -0.399 0.987 -0.1958
N -1.468 -1.375 1.033 0.0199
H -1.857 1.676 1.188 0.1704
H -2.728 0.604 0.172 0.1713
H -2.196 2.052 -0.392 0.1687
H -0.794 -0.236 -0.903 0.1321
H -0.253 2.320 -1.167 0.1198
H 1.478 3.108 0.427 0.0944
H 1.887 1.530 0.808 0.0747
H 0.453 2.195 1.484 0.0738
H 1.002 -0.224 -1.823 0.0830
H 2.307 0.934 -1.338 0.0875
H 1.201 1.283 -2.620 0.0847
H -0.331 0.123 1.942 0.1152
H 0.593 -0.835 0.667 0.1331
H -1.144 -2.283 0.739 0.0818
H -1.852 -1.401 1.964 0.0769
H 0.926 -5.431 -1.046 0.0386
H 1.953 -5.237 0.011 0.0384
O 1.248 -4.751 -0.438 -0.0750
```